The following is a DFT calculation (ωB97M-V/def2-TZVPD) of C44H34N12O3S2Sr as an isolated structure.

The geometry in XYZ format:
```
96
Properties=species:S:1:pos:R:3
Sr -1.194 -1.062 -0.482
C 4.542 -0.861 -1.598
N 3.161 -0.594 -1.974
C 2.059 -0.863 -1.266
N 0.983 -0.468 -1.929
C 1.518 0.037 -3.078
N 2.828 -0.013 -3.152
C 5.383 0.382 -1.397
C 6.760 0.244 -1.278
C 7.561 1.356 -1.047
C 6.996 2.621 -0.956
C 5.618 2.756 -1.094
C 4.817 1.640 -1.300
C 4.998 4.086 -1.085
N 5.518 5.242 -0.902
N 4.470 6.175 -1.080
C 3.427 5.489 -1.365
O 3.676 4.159 -1.372
C 2.083 5.933 -1.748
C 1.796 7.291 -1.846
C 0.539 7.685 -2.280
C -0.414 6.731 -2.629
C -0.120 5.377 -2.534
C -1.130 4.347 -2.995
N -1.024 3.076 -2.297
C -0.237 2.038 -2.592
N -0.331 1.103 -1.682
C -1.229 1.641 -0.805
N -1.668 2.845 -1.125
C 1.124 4.987 -2.073
H 4.982 -1.504 -2.353
H 4.488 -1.430 -0.674
H 2.073 -1.368 -0.299
H 0.924 0.436 -3.882
H 7.211 -0.741 -1.363
H 8.634 1.235 -0.950
H 7.608 3.503 -0.801
H 3.748 1.768 -1.409
H 2.558 8.018 -1.587
H 0.300 8.739 -2.355
H -1.394 7.045 -2.978
H -1.002 4.138 -4.055
H -2.139 4.714 -2.856
H 0.365 2.012 -3.492
H -1.577 1.111 0.079
H 1.365 3.934 -1.987
C -5.999 0.076 -1.087
C -6.430 0.248 0.228
C -5.500 0.166 1.249
C -4.147 -0.061 0.948
C -3.651 -0.209 -0.362
C -4.654 -0.150 -1.351
C -3.194 -0.177 2.092
C -3.658 -0.613 3.378
C -2.800 -0.703 4.422
C -1.433 -0.359 4.248
C -0.476 -0.417 5.290
C 0.824 -0.069 5.055
C 1.218 0.358 3.765
C 0.312 0.413 2.744
C -1.040 0.045 2.961
N -1.914 0.111 1.899
H -6.721 0.115 -1.899
H -7.475 0.444 0.450
H -5.835 0.321 2.272
H -4.376 -0.284 -2.401
H -4.696 -0.896 3.494
H -3.143 -1.041 5.398
H -0.796 -0.738 6.279
H 1.553 -0.112 5.854
H 2.248 0.649 3.590
H 0.603 0.756 1.755
N -2.571 -6.897 4.748
C -2.011 -6.122 3.740
C -2.130 -4.727 3.769
C -1.543 -3.952 2.791
C -0.818 -4.564 1.770
C -0.681 -5.947 1.734
C -1.273 -6.720 2.714
S -0.179 -3.610 0.457
O 0.088 -2.272 1.026
O 0.959 -4.308 -0.079
N -1.328 -3.329 -0.563
C -1.724 -4.114 -1.639
S -1.579 -5.834 -1.746
C -2.363 -5.800 -3.274
C -2.669 -4.521 -3.592
N -2.309 -3.557 -2.668
H -3.330 -6.483 5.257
H -2.730 -7.861 4.527
H -2.688 -4.251 4.570
H -1.642 -2.869 2.823
H -0.094 -6.412 0.949
H -1.159 -7.800 2.694
H -2.539 -6.698 -3.849
H -3.165 -4.215 -4.504
```

Properties
Net charge ... 0
Largest force on an atom ... 4.889 eV Å⁻¹
Frontier orbital gap ... 0.2609 Ha
M ... 930.59 g/mol
Highest occupied orbital energy ... -7.2 eV
ΔE to the lowest compared entry with this formula, charge and spin ... 86.7 kcal per mole
LUMO level ... -0.1 eV
E ... -3407.0020 Ha

The following is a DFT calculation (ωB97M-V/def2-TZVPD) of C56H48As2CdClFI2NO4P2Te as an isolated structure.

The geometry in XYZ format:
```
119
Properties=species:S:1:pos:R:3
Cd 0.362 0.420 -0.087
O 3.317 0.376 -1.955
Cl 3.461 -0.105 -0.439
O 4.725 0.454 0.184
O 0.939 -1.548 -1.202
O 2.368 2.642 1.308
Te -2.976 1.433 2.333
C -3.525 1.728 4.355
C -4.692 1.155 4.853
C -5.028 1.349 6.185
N -4.293 2.053 7.044
C -3.171 2.589 6.558
C -2.748 2.459 5.245
C -0.928 1.856 2.662
P 0.013 0.325 2.546
C -0.821 -0.921 3.593
C -0.585 -1.012 4.961
C -1.270 -1.945 5.732
C -2.190 -2.801 5.140
C -2.436 -2.712 3.775
C -1.760 -1.769 3.014
C 1.577 0.553 3.461
C 2.720 -0.099 3.014
C 3.933 0.073 3.660
C 4.006 0.886 4.782
C 2.866 1.527 5.250
C 1.658 1.366 4.588
P -0.334 2.786 1.225
C 1.288 3.503 1.728
C 1.520 4.191 3.008
C 2.576 4.995 3.185
C 3.446 5.358 2.080
C 3.228 4.896 0.842
C 2.212 3.866 0.596
C -1.394 4.258 1.049
C -1.387 5.334 1.934
C -2.241 6.410 1.738
C -3.115 6.419 0.659
C -3.137 5.347 -0.221
C -2.281 4.273 -0.026
H -5.332 0.544 4.224
H -5.936 0.902 6.584
H -2.572 3.160 7.264
H -1.813 2.895 4.914
H 0.140 -0.360 5.436
H -1.085 -1.998 6.799
H -2.721 -3.528 5.744
H -3.168 -3.358 3.301
H -1.968 -1.667 1.961
H 2.665 -0.734 2.139
H 4.821 -0.406 3.266
H 4.954 1.032 5.286
H 2.922 2.169 6.122
H 0.764 1.880 4.923
H 0.794 4.027 3.797
H 2.744 5.462 4.149
H 4.228 6.089 2.257
H 3.788 5.277 -0.003
H 1.854 3.730 -0.420
H -0.720 5.339 2.785
H -2.225 7.242 2.433
H -3.782 7.259 0.508
H -3.822 5.342 -1.061
H -2.299 3.427 -0.704
C -0.989 -4.540 -0.664
C 0.305 -4.439 -1.463
As 1.570 -3.061 -0.952
C 3.056 -3.450 -2.101
C 3.678 -4.694 -2.035
C 4.726 -4.986 -2.893
C 5.149 -4.034 -3.814
C 4.526 -2.797 -3.876
C 3.473 -2.498 -3.020
C 2.174 -3.305 0.851
C 1.233 -3.301 1.875
C 1.642 -3.408 3.195
C 2.995 -3.504 3.490
C 3.938 -3.489 2.470
C 3.532 -3.388 1.147
As -1.831 -2.753 -0.480
C -2.264 -2.480 -2.365
C -2.814 -3.481 -3.161
C -3.064 -3.248 -4.506
C -2.777 -2.002 -5.057
C -2.250 -0.996 -4.261
C -1.991 -1.231 -2.914
C -3.589 -3.279 0.195
C -4.031 -4.579 0.421
C -5.286 -4.811 0.976
C -6.107 -3.744 1.311
C -5.669 -2.442 1.099
C -4.415 -2.212 0.552
H -0.793 -4.907 0.344
H -1.648 -5.263 -1.150
H 0.094 -4.199 -2.505
H 0.873 -5.372 -1.453
H 3.361 -5.433 -1.307
H 5.217 -5.950 -2.841
H 5.971 -4.260 -4.483
H 4.864 -2.050 -4.584
H 3.001 -1.524 -3.045
H 0.184 -3.176 1.653
H 0.902 -3.382 3.988
H 3.318 -3.565 4.522
H 4.994 -3.535 2.703
H 4.271 -3.347 0.356
H -3.057 -4.450 -2.734
H -3.489 -4.032 -5.122
H -2.978 -1.816 -6.106
H -2.041 -0.016 -4.676
H -1.611 -0.440 -2.277
H -3.402 -5.428 0.177
H -5.619 -5.828 1.149
H -7.084 -3.926 1.744
H -6.300 -1.604 1.371
H -4.061 -1.192 0.414
I 1.444 1.541 -2.563
I -0.862 2.887 -3.364
F -1.759 0.302 -0.319
```

Properties
Net charge ... -1
Largest force on an atom ... 0.635 eV Å⁻¹
Frontier orbital gap ... 0.2279 Ha
M ... 1559.07 g/mol
Highest occupied orbital energy ... -4.4 eV
ΔE to the lowest compared entry with this formula, charge and spin ... 0.0 kcal per mole
LUMO level ... 1.8 eV
E ... -9263.8073 Ha

The following is a DFT calculation (ωB97M-V/def2-TZVPD) of one molecule with the formula C9H6O3.

The geometry in XYZ format:
```
18
Properties=species:S:1:pos:R:3
C -0.917 0.593 -1.196
C -1.318 1.533 -0.244
C -0.985 1.520 1.083
C 0.385 -0.214 0.684
C 1.329 -1.076 1.219
C 1.918 -2.088 0.486
C 1.611 -2.219 -0.842
C 0.620 -1.486 -1.295
C -0.053 -0.394 -0.548
H -1.315 -0.563 -2.725
H -2.245 2.200 -0.474
H 1.643 -0.790 2.247
H 2.705 -2.639 1.230
H 2.105 -3.054 -1.401
H 0.642 -1.371 -2.437
O -1.195 0.593 -2.492
O -1.381 2.272 1.949
O 0.191 0.785 1.476
```

Properties
Net charge ... 0
Largest force on an atom ... 6.488 eV Å⁻¹
Frontier orbital gap ... 0.3155 Ha
M ... 162.14 g/mol
SMILES string ... O=c1cc(O)c2ccccc2o1
Highest occupied orbital energy ... -9.0 eV
ΔE to the lowest compared entry with this formula, charge and spin ... 64.6 kcal per mole
LUMO level ... -0.4 eV
E ... -572.1795 Ha

The following is a DFT calculation (ωB97M-V/def2-TZVPD) of CHLiO3Rb as an isolated structure.

The geometry in XYZ format:
```
7
Properties=species:S:1:pos:R:3
O -1.276 -0.923 -2.881
H -1.128 0.846 -4.174
C -1.252 0.203 -2.369
O -1.041 1.223 -3.279
O 0.126 0.058 3.918
Li -1.263 0.118 4.877
Rb 0.125 0.006 1.063
```

Properties
Net charge ... -1
Largest force on an atom ... 1.280 eV Å⁻¹
Frontier orbital gap ... 0.1723 Ha
M ... 153.43 g/mol
Highest occupied orbital energy ... -2.8 eV
ΔE to the lowest compared entry with this formula, charge and spin ... 0.0 kcal per mole
LUMO level ... 1.9 eV
E ... -295.9938 Ha

What did the third record say?
The following is a DFT calculation (ωB97M-V/def2-TZVPD) of one molecule with the formula C9H6O3.

The geometry in XYZ format:
```
18
Properties=species:S:1:pos:R:3
C -0.917 0.593 -1.196
C -1.318 1.533 -0.244
C -0.985 1.520 1.083
C 0.385 -0.214 0.684
C 1.329 -1.076 1.219
C 1.918 -2.088 0.486
C 1.611 -2.219 -0.842
C 0.620 -1.486 -1.295
C -0.053 -0.394 -0.548
H -1.315 -0.563 -2.725
H -2.245 2.200 -0.474
H 1.643 -0.790 2.247
H 2.705 -2.639 1.230
H 2.105 -3.054 -1.401
H 0.642 -1.371 -2.437
O -1.195 0.593 -2.492
O -1.381 2.272 1.949
O 0.191 0.785 1.476
```

Properties
Net charge ... 0
Largest force on an atom ... 6.488 eV Å⁻¹
Frontier orbital gap ... 0.3155 Ha
M ... 162.14 g/mol
SMILES string ... O=c1cc(O)c2ccccc2o1
Highest occupied orbital energy ... -9.0 eV
ΔE to the lowest compared entry with this formula, charge and spin ... 64.6 kcal per mole
LUMO level ... -0.4 eV
E ... -572.1795 Ha